{
  "formula": "C30H28InN8OP",
  "method": "wB97M-V/def2-TZVPD",
  "total_charge": 2,
  "de_lowest_ev": 4.0507,
  "total_energy_ev": -59981.0248,
  "homo_energy_ha": [-0.47074, -0.47107],
  "elements": ["In", "C", "C", "N", "C", "C", "N", "C", "C", "C", "C", "C", "N", "C", "C", "N", "C", "C", "N", "C", "C", "C", "N", "C", "C", "H", "H", "H", "H", "H", "H", "H", "H", "H", "H", "H", "H", "O", "C", "C", "C", "C", "C", "C", "C", "N", "C", "C", "N", "H", "H", "H", "H", "H", "H", "H", "C", "P", "C", "C", "H", "H", "H", "H", "H", "H", "H", "H", "H"],
  "positions_angstrom": [[-0.5020, -1.1027, -0.4549], [-3.5704, 1.9138, -3.1611], [-3.2539, 0.7963, -2.4024], [-2.4329, 0.8886, -1.3607], [-1.8917, 2.0752, -1.0864], [-2.0685, 3.1424, -1.9649], [-2.9216, 3.0620, -2.9795], [-1.2259, 2.2046, 0.2359], [-1.2024, 3.4164, 0.9073], [-0.7156, 3.4659, 2.2120], [-0.3280, 2.2687, 2.8108], [-0.4001, 1.0980, 2.0811], [-0.7944, 1.0834, 0.8124], [-0.1592, -0.2528, 2.6736], [0.4747, -0.4393, 3.8960], [0.6011, -1.6419, 4.4477], [0.0927, -2.6809, 3.7916], [-0.4926, -2.5206, 2.5464], [-0.6135, -1.3152, 1.9905], [-0.6598, 4.7452, 2.9569], [0.4561, 5.0648, 3.7184], [0.4840, 6.2883, 4.3772], [-0.5250, 7.1585, 4.3235], [-1.6051, 6.8375, 3.6111], [-1.7131, 5.6467, 2.9023], [-4.3361, 1.8966, -3.9293], [-3.6921, -0.1768, -2.6041], [-1.5105, 4.0675, -1.8627], [-1.5937, 4.3082, 0.4367], [-0.0229, 2.2647, 3.8488], [0.9163, 0.3857, 4.4426], [0.1677, -3.6515, 4.2661], [-0.8836, -3.3647, 1.9910], [1.3046, 4.3904, 3.7844], [1.3441, 6.5848, 4.9683], [-2.4127, 7.5617, 3.6067], [-2.6196, 5.4243, 2.3489], [0.7315, -2.7186, -1.7023], [1.3251, -3.7647, -1.3788], [1.2539, -4.9849, -2.1409], [1.9893, -6.0629, -1.7776], [2.8060, -6.0038, -0.6139], [2.8957, -4.8413, 0.1408], [2.1834, -3.7080, -0.2130], [2.2880, -2.4424, 0.5072], [1.7085, -1.2602, 0.2084], [2.2178, -0.3455, 1.0932], [3.0902, -0.9542, 1.9464], [3.1231, -2.2621, 1.5655], [0.6409, -4.9847, -3.0336], [1.9548, -6.9750, -2.3601], [3.3782, -6.8743, -0.3193], [3.5417, -4.8476, 1.0100], [1.9639, 0.7001, 1.0288], [3.6869, -0.5688, 2.7581], [3.6860, -2.9692, 2.0052], [-1.2789, 0.0668, -4.9945], [-0.6286, -0.8831, -3.5799], [1.1454, -0.9516, -4.0322], [-1.3171, -2.5361, -3.9479], [-0.8985, -0.4033, -5.9052], [-0.9341, 1.1004, -4.9625], [-2.3674, 0.0568, -5.0191], [1.3081, -1.7132, -4.7976], [1.7561, -1.1811, -3.1637], [1.4432, 0.0207, -4.4258], [-0.7793, -2.9847, -4.7844], [-2.3690, -2.4365, -4.2143], [-1.2392, -3.1808, -3.0795]],
  "nbo_charge": [1.565, 0.019, 0.001, -0.406, 0.110, 0.029, -0.326, 0.203, -0.203, 0.073, -0.169, 0.168, -0.506, 0.155, 0.035, -0.313, 0.017, 0.020, -0.487, -0.069, -0.233, 0.056, -0.367, 0.060, -0.239, 0.233, 0.219, 0.223, 0.251, 0.242, 0.223, 0.237, 0.226, 0.218, 0.216, 0.217, 0.224, -0.751, 0.382, -0.224, -0.171, -0.196, -0.170, -0.189, 0.399, -0.612, -0.113, -0.044, -0.494, 0.218, 0.240, 0.238, 0.205, 0.229, 0.252, 0.444, -0.943, 0.983, -0.940, -0.947, 0.264, 0.255, 0.246, 0.254, 0.261, 0.249, 0.254, 0.246, 0.252]
}

=====

{
  "formula": "C5H12S",
  "method": "wB97M-V/def2-TZVPD",
  "de_lowest_ev": 6.6244,
  "total_energy_ev": -16208.1513,
  "homo_energy_ha": -0.25101,
  "elements": ["C", "C", "C", "C", "S", "C", "H", "H", "H", "H", "H", "H", "H", "H", "H", "H", "H", "H"],
  "positions_angstrom": [[0.9127, 0.3839, 2.1075], [1.8099, 0.2846, 0.8471], [1.1578, 0.7160, -0.4956], [0.4408, -0.3772, -1.0996], [-1.0673, -0.9464, -0.3204], [-2.1622, 0.1926, -1.2145], [1.5362, 0.7499, 2.9140], [0.4166, -0.5687, 2.2689], [0.1496, 1.1227, 1.8392], [2.6083, 1.0575, 0.9136], [2.3275, -0.6817, 0.7972], [0.4381, 1.4939, -0.1782], [1.9624, 1.1504, -1.0912], [1.3718, 2.6650, 1.0088], [0.9761, -1.1563, -1.6364], [-2.3713, -0.2256, -2.1994], [-3.0993, 0.3552, -0.6866], [-1.6302, 1.1314, -1.3320]],
  "nbo_charge": [-0.628, -0.365, -0.530, -0.164, 0.219, -0.726, 0.227, 0.208, 0.229, 0.258, 0.208, 0.272, 0.245, -0.337, 0.204, 0.219, 0.233, 0.226]
}

=====

{
  "formula": "C5H9N2O2",
  "method": "wB97M-V/def2-TZVPD",
  "total_charge": 1,
  "de_lowest_ev": 4.9295,
  "total_energy_ev": -12396.0262,
  "smiles": "CC1=NOC(=O)[N+]1(C)C",
  "homo_energy_ha": -0.58386,
  "elements": ["C", "C", "C", "C", "C", "N", "N", "O", "O", "H", "H", "H", "H", "H", "H", "H", "H", "H"],
  "positions_angstrom": [[0.5601, 0.4385, -1.0058], [-1.6229, -0.3080, -0.9045], [1.9247, 0.9204, -0.4323], [-0.6379, 0.7099, 1.2401], [-0.2222, -1.6173, 0.4692], [0.0487, 0.5535, -2.1225], [-0.4113, -0.1595, 0.0266], [-2.6444, -0.7241, -0.5588], [-1.2503, 0.1527, -2.1793], [1.8583, 1.5166, 0.5156], [2.4497, 1.4358, -1.1499], [2.5693, 0.0972, -0.1466], [-0.1878, 0.0913, 2.1074], [-0.1280, 1.7573, 1.1147], [-1.6940, 0.9194, 1.3490], [0.7248, -1.8048, 1.0056], [-1.0390, -1.7985, 1.2124], [-0.2976, -2.1806, -0.5408]],
  "nbo_charge": [0.397, 0.887, -0.668, -0.426, -0.410, -0.043, -0.345, -0.425, -0.282, 0.253, 0.271, 0.256, 0.250, 0.259, 0.260, 0.254, 0.263, 0.248]
}